Record 1
102
Properties=species:S:1:pos:R:3:forces:R:3:lowdin_charge:R:1 method="wB97M-V/def2-TZVPD" total_charge=+2 mol_weight_g_mol=1285.356 e_homo_ev="-12.053 / -12.053" relative_energy_kcal_mol=52.6 gap_ev="5.962 / 5.926" spin_multiplicity=1 energy_ha=-10320.19327
W -1.862 0.973 -0.071 -1.40 0.03 -0.34 1.1805
C -0.912 4.234 -3.296 0.04 -0.02 0.05 0.0148
C -0.506 2.891 -2.697 0.09 -0.02 -0.10 -0.4996
C 0.803 2.386 -3.284 0.00 -0.01 0.04 0.0170
O -0.418 3.005 -1.263 0.04 0.23 0.18 -0.1453
C -1.633 1.894 -2.972 -0.22 -0.21 0.33 -0.5363
O -1.913 1.506 -4.067 0.07 0.06 -0.06 0.1571
O -2.357 1.594 -1.881 0.06 0.09 -0.39 -0.2946
H -0.110 4.960 -3.154 0.00 0.02 0.01 0.0991
H -1.818 4.614 -2.820 -0.01 -0.01 -0.01 0.0832
H -1.100 4.128 -4.363 0.01 -0.02 -0.01 0.1073
H 1.592 3.120 -3.110 0.04 0.03 0.00 0.0921
H 0.694 2.243 -4.357 -0.02 0.00 -0.01 0.1080
H 1.100 1.437 -2.836 0.00 0.01 -0.02 0.0803
H 0.441 3.384 -1.012 -0.15 -0.16 -0.07 0.0872
C -2.809 -4.237 1.646 -0.01 -0.02 0.04 -0.0041
O -2.167 -3.108 1.025 0.00 0.25 -0.07 0.0162
C -2.412 -1.875 1.410 -0.03 -0.02 -0.17 -0.5284
O -1.848 -0.969 0.771 0.19 -0.08 -0.04 -0.1656
N -3.209 -1.664 2.457 -0.11 -0.03 0.35 0.0541
N -3.440 -0.358 2.935 0.11 -0.11 0.16 0.0708
H -2.475 -5.099 1.078 -0.02 0.02 0.01 0.1132
H -3.893 -4.146 1.574 0.00 -0.01 0.00 0.1092
H -2.484 -4.338 2.683 0.00 0.00 0.00 0.1033
H -3.494 -2.455 3.020 0.06 0.13 -0.04 0.1503
H -2.730 -0.123 3.629 -0.17 -0.07 -0.12 0.0951
H -4.345 -0.357 3.396 0.05 -0.01 -0.08 0.1075
Se 4.647 -1.297 -0.827 0.20 0.32 0.11 0.3714
P 2.851 -2.346 -0.802 -0.57 -0.25 -0.03 0.5103
C 2.573 -3.396 0.650 0.02 0.03 0.02 -0.3692
C 3.670 -3.887 1.344 0.04 0.06 0.02 -0.0912
C 3.485 -4.789 2.383 0.02 0.02 0.05 -0.0585
C 2.206 -5.190 2.737 -0.02 0.04 0.00 -0.0660
C 1.106 -4.690 2.048 0.02 0.00 0.02 -0.0755
C 1.286 -3.801 1.002 -0.03 0.04 -0.04 -0.0894
C 2.594 -3.429 -2.221 0.09 0.02 0.01 -0.3608
C 2.492 -2.860 -3.489 0.03 0.04 -0.02 -0.0997
C 2.407 -3.671 -4.604 -0.01 -0.02 -0.01 -0.0604
C 2.436 -5.054 -4.462 0.01 0.05 -0.01 -0.0611
C 2.545 -5.622 -3.205 -0.02 0.01 0.03 -0.0632
C 2.623 -4.811 -2.080 -0.03 -0.05 0.04 -0.0679
C 1.367 -1.270 -0.843 -0.08 0.04 0.07 -0.3561
C 1.100 -0.035 -0.251 -0.19 0.00 -0.22 -0.3854
N -0.102 0.340 -0.781 0.16 -0.73 0.22 -0.2713
N -0.568 -0.626 -1.559 0.34 -0.11 -0.78 -0.0326
N 0.294 -1.600 -1.613 0.27 0.02 0.19 0.0796
P 1.572 1.000 1.109 -0.37 0.03 -0.22 0.9299
Se -0.674 1.660 1.788 1.93 0.48 1.23 0.4996
C 2.503 0.136 2.354 -0.20 0.14 0.18 -0.3542
C 3.835 0.444 2.612 0.05 0.05 -0.11 -0.0696
C 4.488 -0.192 3.654 0.01 -0.05 0.04 -0.0424
C 3.809 -1.108 4.445 0.04 -0.02 0.00 -0.0414
C 2.473 -1.403 4.199 0.07 -0.04 -0.05 -0.0613
C 1.817 -0.779 3.156 -0.04 -0.03 -0.07 -0.1004
C 2.399 2.458 0.461 -0.08 0.10 0.18 -0.3672
C 2.008 3.725 0.902 0.09 -0.02 0.11 -0.1204
C 2.611 4.857 0.375 0.03 -0.05 -0.03 -0.0552
C 3.610 4.723 -0.582 -0.02 -0.01 0.02 -0.0428
C 4.009 3.464 -1.008 0.02 0.00 -0.03 -0.0452
C 3.406 2.325 -0.494 -0.11 -0.10 -0.07 -0.0843
H 4.665 -3.562 1.063 0.01 -0.01 0.02 0.0805
H 4.342 -5.182 2.914 0.02 -0.01 0.00 0.1146
H 2.066 -5.898 3.543 -0.01 -0.01 0.02 0.1112
H 0.111 -5.018 2.322 -0.02 0.00 -0.01 0.0911
H 0.431 -3.439 0.442 -0.02 0.00 -0.01 0.0917
H 2.490 -1.783 -3.604 0.01 0.01 0.00 0.1042
H 2.325 -3.229 -5.587 0.00 0.01 -0.02 0.1114
H 2.384 -5.685 -5.338 -0.01 -0.02 -0.02 0.1118
H 2.574 -6.697 -3.095 0.01 -0.02 0.01 0.1107
H 2.712 -5.264 -1.101 0.01 0.00 -0.01 0.1040
H 4.363 1.165 2.004 0.00 0.01 -0.03 0.1099
H 5.526 0.032 3.850 0.03 0.01 0.01 0.1198
H 4.322 -1.592 5.265 0.01 -0.01 0.01 0.1184
H 1.949 -2.111 4.822 -0.02 -0.05 0.03 0.1126
H 0.771 -0.993 2.967 -0.01 -0.01 -0.04 0.0913
H 1.249 3.826 1.667 -0.04 0.01 0.00 0.0712
H 2.313 5.837 0.718 -0.01 0.03 0.01 0.1164
H 4.085 5.604 -0.990 0.01 0.03 -0.02 0.1188
H 4.791 3.362 -1.747 0.02 0.00 -0.02 0.1219
H 3.705 1.341 -0.838 0.03 -0.01 0.00 0.0314
I -6.301 -1.708 -3.090 -0.05 -0.06 -0.07 0.9861
C -5.456 -0.618 -1.578 0.15 0.40 0.50 -0.7504
C -6.027 0.389 -0.825 0.50 -0.02 -0.02 -0.0885
N -5.075 0.894 0.011 0.12 -0.99 -0.07 0.0124
N -3.920 0.152 -0.096 -0.78 0.40 -0.56 -0.1352
C -4.144 -0.725 -1.081 -0.09 0.09 0.14 -0.1609
H -7.023 0.796 -0.838 -0.08 -0.03 0.04 0.1357
H -5.276 1.277 0.927 0.08 0.17 -0.27 0.1269
H -3.350 -1.380 -1.416 -0.02 0.09 -0.07 0.1260
C -1.871 4.854 0.607 -0.07 0.13 -0.03 -0.2554
As -3.023 3.321 0.388 0.00 -0.36 0.00 1.0060
C -3.946 3.430 2.093 -0.09 0.18 0.03 -0.2642
C -4.314 3.881 -0.938 -0.09 0.24 0.04 -0.2392
H -2.488 5.663 1.006 0.08 -0.03 -0.04 0.0526
H -1.444 5.142 -0.349 -0.02 -0.02 0.03 0.0303
H -1.078 4.613 1.313 -0.02 0.00 -0.03 0.0064
H -4.453 4.396 2.145 0.04 -0.09 0.05 0.0511
H -3.205 3.374 2.892 -0.02 0.00 -0.05 0.0312
H -4.681 2.644 2.252 0.01 -0.03 -0.01 0.0082
H -4.278 4.970 -1.015 -0.04 -0.09 -0.02 0.0484
H -5.313 3.578 -0.628 0.04 0.04 -0.03 0.0291
H -4.080 3.429 -1.899 0.03 -0.03 0.03 0.0299

=====

Record 2
4
Properties=species:S:1:pos:R:3:forces:R:3:lowdin_charge:R:1 method="wB97M-V/def2-TZVPD" mol_weight_g_mol=126.912 e_homo_ev="-11.024 / -9.882" relative_energy_kcal_mol=64.7 gap_ev="9.656 / 6.478" spin_multiplicity=1 energy_ha=-2787.11410
C 0.075 -0.587 0.317 -0.58 3.04 -0.28 -0.3317
O -0.713 -1.397 0.154 -0.56 -1.82 -0.10 0.2011
F 1.347 -0.486 0.439 1.00 -0.67 0.12 0.1626
Br -0.709 2.471 -0.910 0.15 -0.54 0.26 -0.0321

=====

Record 3
66
Properties=species:S:1:pos:R:3:forces:R:3:lowdin_charge:R:1 method="wB97M-V/def2-TZVPD" total_charge=+1 mol_weight_g_mol=593.177 e_homo_ev=-12.702 relative_energy_kcal_mol=27.3 gap_ev=7.185 spin_multiplicity=1 energy_ha=-2631.75722
C -5.821 3.704 6.538 0.71 -0.84 -0.51 -0.0495
B -4.281 3.631 6.018 -0.92 2.95 2.23 -0.4467
O -3.256 4.504 6.488 -1.72 -1.63 -2.23 0.0748
P -3.920 2.241 4.703 0.90 -0.31 -2.07 1.1170
F -5.006 2.323 3.449 2.09 -0.26 2.65 -0.1990
C -2.196 2.261 3.997 0.52 -1.19 -0.98 -0.2615
C -1.865 0.746 3.518 -0.54 -0.03 -0.58 -0.2402
C -1.238 0.678 2.064 0.13 -0.57 -0.04 -0.1653
C -2.276 0.931 0.884 0.34 -0.21 0.29 -0.2149
O -1.694 1.849 -0.075 -0.88 0.05 0.67 -0.0992
H -6.060 2.638 6.882 0.07 1.27 -0.32 0.0883
H -6.538 3.910 5.678 0.72 -0.13 1.11 0.0915
H -5.956 4.397 7.413 0.06 -0.60 -1.05 0.0861
H -3.518 5.435 6.319 0.13 -0.49 0.76 0.1341
H -4.073 0.965 5.357 -0.19 0.66 -0.72 0.0867
H -1.395 2.587 4.724 -1.33 -0.07 -0.39 0.1192
H -2.095 2.919 3.078 -0.56 -0.46 1.20 0.1163
H -2.858 0.183 3.491 1.36 0.38 -0.01 0.0950
H -1.190 0.227 4.255 -0.77 0.66 -0.65 0.1207
H -0.831 -0.377 1.926 -0.37 1.38 0.27 0.1286
H -0.360 1.392 1.945 -1.13 -0.83 0.24 0.1161
H -3.263 1.307 1.300 1.01 -0.32 -0.57 0.1147
H -2.452 -0.037 0.334 0.01 0.95 0.66 0.1185
H -2.270 2.627 -0.166 0.27 -0.48 -0.03 0.0969
C 1.152 3.413 0.069 0.39 0.19 0.16 -0.0626
C 1.217 2.548 -1.174 -0.64 -0.04 0.40 -0.2032
O 2.338 2.923 -1.990 0.76 -0.15 -0.26 0.0306
C 3.521 2.397 -1.636 -1.40 -0.21 0.57 -0.3776
O 3.685 1.660 -0.706 0.47 0.16 -0.34 0.1626
C 4.611 2.837 -2.610 1.32 0.63 -1.01 -0.5330
F 4.537 4.146 -2.902 -0.31 -0.20 0.29 0.1637
F 4.525 2.176 -3.777 -0.35 -0.16 0.33 0.1635
F 5.841 2.620 -2.132 -0.50 -0.18 0.29 0.1665
H 1.141 4.472 -0.201 -0.09 -0.07 -0.04 0.0873
H 0.258 3.186 0.648 0.03 -0.02 -0.14 0.0418
H 2.027 3.255 0.704 -0.06 -0.07 -0.04 0.0810
H 0.324 2.706 -1.779 0.26 0.04 -0.17 0.1213
H 1.253 1.486 -0.926 0.20 0.10 -0.05 0.1265
C -0.024 -2.963 -4.648 0.00 -0.22 0.30 -0.0547
C -1.206 -2.017 -4.609 0.67 0.15 -0.61 -0.1983
O -2.277 -2.574 -3.829 -0.52 0.01 0.90 0.0333
C -2.180 -2.409 -2.504 0.93 0.46 -1.33 -0.3840
O -1.277 -1.843 -1.952 -0.50 -0.18 0.46 0.1537
C -3.401 -3.001 -1.805 -1.24 -0.94 0.63 -0.5311
F -3.734 -4.206 -2.290 0.36 0.29 -0.11 0.1697
F -4.483 -2.215 -1.949 0.38 0.23 -0.15 0.1586
F -3.210 -3.157 -0.487 0.37 0.30 -0.26 0.1533
H -0.332 -3.948 -5.005 0.00 0.12 -0.11 0.0878
H 0.758 -2.578 -5.305 -0.08 0.00 0.03 0.0874
H 0.400 -3.104 -3.652 0.04 0.10 -0.08 0.0739
H -1.597 -1.874 -5.618 -0.27 -0.13 0.20 0.1278
H -0.921 -1.032 -4.232 -0.12 -0.15 0.20 0.1237
C 4.699 -1.795 -1.643 -0.33 -0.06 0.04 -0.0606
C 5.539 -3.034 -1.884 0.33 0.74 -0.16 -0.1979
O 4.908 -4.189 -1.310 -0.44 -0.76 -0.08 0.0280
C 3.954 -4.763 -2.058 0.96 1.21 -0.30 -0.3820
O 3.616 -4.376 -3.140 -0.34 -0.50 0.25 0.1641
C 3.401 -5.999 -1.355 -0.69 -1.34 0.78 -0.5307
F 3.167 -5.784 -0.049 0.14 0.34 -0.24 0.1575
F 4.255 -7.034 -1.427 0.15 0.42 -0.21 0.1665
F 2.245 -6.415 -1.886 0.28 0.45 -0.20 0.1629
H 4.491 -1.674 -0.578 0.16 0.04 -0.04 0.0850
H 5.213 -0.904 -2.007 0.01 -0.07 0.04 0.0791
H 3.734 -1.870 -2.150 0.11 0.01 -0.08 0.0754
H 6.504 -2.926 -1.388 -0.15 -0.28 0.13 0.1277
H 5.738 -3.185 -2.947 -0.21 -0.15 0.09 0.1271

=====

Record 4
13
Properties=species:S:1:pos:R:3:forces:R:3:lowdin_charge:R:1 method="wB97M-V/def2-TZVPD" mol_weight_g_mol=80.087 e_homo_ev=-9.363 relative_energy_kcal_mol=26.0 gap_ev=10.431 spin_multiplicity=1 energy_ha=-302.85593 smiles="[H]/N=C/N.O.O"
H -1.188 3.804 -0.138 0.22 0.22 -0.79 0.0338
N -1.284 2.950 -0.697 0.40 -0.29 1.08 0.0620
C -2.343 2.430 -0.231 -0.62 0.44 0.18 -0.4242
N -2.769 1.147 -0.403 -0.60 -1.42 -0.39 0.0524
H -3.039 3.014 0.388 -0.02 0.00 -0.11 0.1075
H -2.198 0.318 -0.391 0.66 0.54 -0.38 0.0860
H -3.710 0.919 -0.685 -0.04 0.50 0.42 0.0825
O 2.203 -2.492 5.303 -0.11 -0.44 -0.16 -0.0610
H 1.955 -2.129 6.157 0.19 0.28 -0.15 0.0301
H 2.709 -1.842 4.808 -0.08 0.17 0.31 0.0310
O 2.903 -2.879 -4.534 0.16 0.07 -0.09 -0.0604
H 3.184 -1.961 -4.488 -0.12 0.11 0.11 0.0306
H 3.577 -3.279 -5.091 -0.04 -0.18 -0.02 0.0298

=====

Record 5
29
Properties=species:S:1:pos:R:3:forces:R:3:lowdin_spin:R:1 method="wB97M-V/def2-TZVPD" total_charge=-2 mol_weight_g_mol=543.131 e_homo_ev="-0.200 / -1.315" relative_energy_kcal_mol=10.1 gap_ev="4.722 / 5.769" spin_multiplicity=6 s_squared=8.79 energy_ha=-2597.90925
Rh 0.116 0.036 0.777 0.27 -1.01 -0.67 2.2179
S -0.577 2.417 4.311 -0.07 0.06 -0.01 0.2717
Sb 0.787 2.431 2.455 0.28 0.10 0.41 0.3343
S -0.020 1.380 -0.947 -0.03 0.03 -0.03 1.0320
S 1.799 0.127 2.336 -0.20 0.39 0.11 0.5189
S 2.576 3.866 2.521 0.09 0.16 0.03 0.2583
O -2.140 -0.339 1.349 -0.12 -0.09 -0.10 0.0389
N -2.780 -0.086 0.248 -0.01 0.09 0.30 0.0144
C -3.135 1.189 -0.017 -0.18 -0.08 -0.26 0.0257
C -3.814 1.491 -1.181 0.20 0.11 0.42 0.0077
C -4.099 0.491 -2.092 -0.14 -0.01 -0.27 0.0208
C -3.693 -0.803 -1.816 0.20 -0.14 0.32 0.0020
C -3.028 -1.074 -0.633 -0.13 0.04 -0.21 0.0171
H -2.828 1.889 0.744 0.00 0.06 -0.02 0.0037
H -4.077 2.524 -1.360 -0.02 -0.01 -0.05 0.0000
H -4.612 0.719 -3.018 0.01 0.00 0.02 0.0010
H -3.864 -1.618 -2.504 -0.01 0.02 -0.03 -0.0004
H -2.637 -2.033 -0.334 0.00 -0.03 -0.04 0.0019
F 0.156 -5.960 -1.575 0.00 0.00 0.00 -0.0004
C 0.138 -4.673 -1.089 0.00 -0.02 -0.01 -0.0021
C 0.624 -3.653 -1.879 -0.04 0.02 0.07 0.0049
C 0.594 -2.354 -1.371 0.03 0.19 -0.08 0.0215
C 0.095 -2.029 -0.102 -0.13 -0.02 0.00 0.1629
C -0.379 -3.121 0.638 -0.04 0.02 0.15 0.0265
C -0.366 -4.439 0.171 0.02 0.12 -0.03 0.0066
H 1.013 -3.878 -2.866 0.01 0.02 -0.01 0.0014
H 0.969 -1.551 -2.000 0.00 -0.02 0.00 0.0070
H -0.783 -2.947 1.632 0.00 0.00 -0.02 0.0046
H -0.733 -5.267 0.767 -0.01 0.01 0.01 0.0013

=====

Record 6
9
Properties=species:S:1:pos:R:3:forces:R:3:lowdin_charge:R:1 method="wB97M-V/def2-TZVPD" mol_weight_g_mol=81.074 e_homo_ev=-8.672 relative_energy_kcal_mol=58.5 gap_ev=8.219 spin_multiplicity=1 energy_ha=-284.07987 smiles="C=C=C=O.C#N"
C 1.434 0.018 -0.136 0.16 1.18 1.94 0.0240
C 0.605 1.012 -0.277 1.53 -0.26 0.04 -0.0766
C 0.064 2.145 -0.326 -1.39 -0.53 0.65 -0.2482
O -0.665 3.046 -0.336 -0.27 1.61 -0.32 0.1479
H 2.063 -0.286 0.687 -0.23 0.63 0.85 0.0744
H 1.605 -0.620 -0.885 0.25 -2.51 -3.18 0.0137
C -1.724 -1.754 0.473 -1.60 0.34 -0.01 -0.0563
N -0.658 -2.053 0.301 3.04 -0.90 -0.24 0.0830
H -2.724 -1.507 0.499 -1.49 0.45 0.28 0.0381